1.
Entry from OMol25: a 2-piece molecular cluster, C5H10N4 overall at a distorted geometry (the ωB97M-V functional and the def2-TZVPD basis).

Geometry (Å):
C (3.07918, -0.13985, 0.20519)
C (2.33848, -1.36708, -0.05443)
C (2.08860, 0.82940, 0.28097)
C (-0.35183, 0.84409, 0.01306)
C (-2.91809, -0.86003, 0.43550)
N (1.04924, -1.06511, -0.08908)
N (0.87099, 0.27922, 0.05817)
N (-1.96455, -0.74986, -0.53494)
N (-0.49575, 2.08293, -0.26365)
H (4.21584, 0.01575, 0.27334)
H (2.68072, -2.42187, -0.24686)
H (2.30157, 1.91740, 0.47069)
H (-2.32791, -1.15068, 1.41013)
H (-3.75591, -0.21083, 0.63961)
H (-3.54849, -1.60717, -0.19313)
H (0.20615, -1.50168, -0.44387)
H (-2.40655, -0.09502, -1.20300)
H (0.31887, 2.63172, -0.39961)
H (-1.38056, 2.56867, -0.35811)

frontier orbital gap (alpha / beta): 8.40 / 8.40 eV
HOMO (alpha / beta): -18.6 / -18.6 eV
LUMO (alpha / beta): -10.154 / -10.155 eV
energy above the lowest of the compared OMol25 structures with the same formula, charge and spin: 466.5 kJ/mol
spin multiplicity: 1
net charge: +2

These are the Löwdin partial charges, in e, on atoms 1 to 4:
1 C 0.065
2 C 0.074
3 C 0.017
4 C -0.008

***

2.
Entry from OMol25: a 2-piece molecular cluster, C5H10N4O2 overall at a distorted geometry (the ωB97M-V functional and the def2-TZVPD basis).

Geometry (Å):
C (-1.50064, -1.82790, 0.23498)
C (-1.34532, -0.32625, 0.14795)
C (-2.64174, 0.38909, -0.11482)
C (2.30022, 0.86245, 0.21750)
C (3.49284, 0.60635, -0.42937)
H (-1.96919, -2.18117, -0.68559)
H (-2.11077, -2.12531, 1.08324)
H (-0.50816, -2.32310, 0.30532)
H (-0.62963, -0.08842, -0.64279)
H (-0.94752, 0.09258, 1.07978)
H (-1.64139, 2.04168, -0.91498)
H (-3.34021, 2.13264, -0.76350)
H (1.05338, 1.92581, 1.20071)
H (4.17483, 1.34396, -0.81988)
H (2.27528, -2.11548, 0.08666)
N (-2.49059, 1.70185, -0.47105)
N (3.61356, -0.72716, -0.57810)
N (2.48366, -1.15546, -0.01977)
N (1.64176, -0.24032, 0.43172)
O (-3.75337, -0.08401, 0.01063)
O (1.84301, 2.09814, 0.64136)

frontier orbital gap: 10.31 eV
HOMO: -9.8 eV
LUMO: 0.553 eV
energy above the lowest of the compared OMol25 structures with the same formula, charge and spin: 0.0 kJ/mol
spin multiplicity: 1
SMILES: Oc1cn[nH]n1.CCC(N)=O
net charge: 0

These are the Löwdin partial charges, in e, on atoms 1 to 4:
1 C -0.098
2 C -0.220
3 C -0.560
4 C -0.410

***

3.
Entry from OMol25: an isolated ion of composition C5H10N4O2 and charge +2 at a distorted geometry (the ωB97M-V functional and the def2-TZVPD basis).

Geometry (Å):
C (-3.56055, -0.57307, -0.33356)
C (-0.80144, -0.48527, 0.11896)
C (-2.34145, 0.11872, 0.09094)
C (1.70436, -0.16134, 0.00862)
C (2.35289, 1.17180, -0.52178)
N (-4.49845, 0.34432, -0.24367)
N (-2.68099, 1.31896, 0.37787)
N (0.29072, 0.23257, 0.15524)
N (-0.75805, -1.79030, 0.27256)
O (-3.93264, 1.50915, 0.24976)
O (1.81275, 2.26886, 0.17069)
H (-3.73050, -1.52053, -0.81075)
H (1.89046, -0.95622, -0.81802)
H (2.03471, -0.65956, 1.06288)
H (2.05009, 1.22738, -1.64404)
H (3.46665, 1.16873, -0.48173)
H (-5.47296, 0.04206, -0.27772)
H (0.17336, 1.24548, 0.34675)
H (-1.59760, -2.33858, 0.06497)
H (0.25369, -2.26470, 0.12310)
H (2.55080, 2.88498, 0.13190)

frontier orbital gap: 7.63 eV
HOMO: -17.3 eV
LUMO: -9.638 eV
energy above the lowest of the compared OMol25 structures with the same formula, charge and spin: 636.0 kJ/mol
spin multiplicity: 1
SMILES: [NH2+]=C(NCCO)c1c[nH+]on1
net charge: +2

These are the Löwdin partial charges, in e, on atoms 1 to 4:
1 C 0.128
2 C -0.198
3 C -0.037
4 C -0.110

***

4.
Entry from OMol25: an isolated ion of composition C5H10N5 and charge +1 at a distorted geometry (the ωB97M-V functional and the def2-TZVPD basis).

Geometry (Å):
C (2.04207, -1.06561, 0.78364)
C (-0.40928, 1.50056, 0.34875)
C (1.83364, 0.93718, -0.46210)
C (0.15159, -0.61059, -0.69474)
C (-2.19182, -0.10656, 0.21556)
N (2.49342, 0.09214, 0.48688)
N (0.78542, -1.49237, 0.45172)
N (1.12189, 0.13156, -1.42916)
N (-0.81676, 0.33702, -0.01239)
N (0.87144, 1.81898, 0.27441)
H (2.56171, -1.80194, 1.38062)
H (-1.18454, 2.21584, 0.48935)
H (2.59812, 1.55360, -0.83979)
H (-0.39495, -1.24454, -1.28515)
H (-2.71376, 0.76518, 0.69642)
H (-2.51920, -0.50570, -0.75307)
H (-2.22558, -0.93766, 0.82290)
H (0.31794, -2.43208, 0.69815)
H (1.84199, -0.56773, -1.64409)
H (1.24052, 2.67071, 0.67150)

frontier orbital gap: 9.93 eV
HOMO: -13.3 eV
LUMO: -3.318 eV
energy above the lowest of the compared OMol25 structures with the same formula, charge and spin: 45.0 kJ/mol
spin multiplicity: 1
SMILES: CN1C=[NH+][C@H]2N=CN[C@@H]1N2
net charge: +1

These are the Löwdin partial charges, in e, on atoms 1 to 4:
1 C -0.213
2 C -0.062
3 C -0.322
4 C -0.196

***

5.
Entry from OMol25: an isolated ion of composition C5H10N6 and charge +2 at a distorted geometry (the ωB97M-V functional and the def2-TZVPD basis).

Geometry (Å):
C (2.49635, 1.39486, -0.14834)
C (-2.20641, 1.04333, 0.17815)
C (2.11415, -0.29048, -0.00607)
C (0.29609, 0.98481, -0.03006)
C (-0.01477, -1.47862, -0.05334)
N (-0.91450, 1.39468, 0.00894)
N (-2.58982, -0.17193, -0.12018)
N (1.34559, 1.91712, -0.06644)
N (3.06918, -1.16910, 0.21298)
N (-3.79658, -0.44413, -0.07080)
N (0.78906, -0.30740, 0.01511)
H (3.52827, 1.93027, -0.14204)
H (-2.88657, 1.78829, 0.63768)
H (0.77866, -2.29735, -0.21975)
H (-0.69515, -1.57222, 0.77231)
H (-0.67178, -1.50021, -1.05815)
H (1.11433, 2.84763, -0.16762)
H (3.99667, -0.76709, 0.47645)
H (2.98750, -2.22479, 0.13682)
H (-4.58509, 0.24679, 0.08275)
H (-4.15515, -1.32445, -0.43841)

frontier orbital gap (alpha / beta): 6.22 / 6.94 eV
HOMO (alpha / beta): -15.8 / -16.3 eV
LUMO (alpha / beta): -9.579 / -9.375 eV
energy above the lowest of the compared OMol25 structures with the same formula, charge and spin: 421.4 kJ/mol
spin multiplicity: 1
net charge: +2

These are the Löwdin partial charges, in e, on atoms 1 to 4:
1 C 0.183
2 C -0.133
3 C -0.138
4 C -0.273

***

6.
Entry from OMol25: an isolated molecule of C5H10N6O4 at a distorted geometry (the ωB97M-V functional and the def2-TZVPD basis).

Geometry (Å):
C (0.45002, 1.32448, -0.25820)
C (-0.02723, 0.24893, -1.22216)
C (-0.33800, 1.26055, 1.05402)
C (-0.65478, -1.10589, 0.79559)
C (0.16284, -1.16802, -0.64368)
N (1.44586, -1.46439, -0.36109)
N (-0.22329, -0.07515, 1.60387)
N (1.75936, -1.23439, 2.22598)
N (0.81461, -0.32896, 2.46222)
N (2.87204, -0.77779, 1.58185)
N (0.62710, 0.15319, 3.77758)
O (3.71700, -1.59866, 1.36558)
O (-0.38483, 0.78425, 3.94109)
O (2.94505, 0.41406, 1.35954)
O (1.50026, -0.09525, 4.54801)
H (1.51189, 1.17753, -0.04921)
H (0.31689, 2.31401, -0.69558)
H (-1.08272, 0.38998, -1.46776)
H (0.55086, 0.30587, -2.14579)
H (0.04996, 1.97652, 1.77765)
H (-1.40005, 1.45885, 0.89394)
H (-1.68412, -0.93144, 0.49236)
H (-0.51924, -2.07044, 1.28451)
H (-0.40994, -1.91856, -1.21771)
H (1.68565, -2.44986, -0.36833)

frontier orbital gap (alpha / beta): 8.39 / 6.84 eV
HOMO (alpha / beta): -9.8 / -9.7 eV
LUMO (alpha / beta): -1.431 / -2.895 eV
energy above the lowest of the compared OMol25 structures with the same formula, charge and spin: 414.4 kJ/mol
spin multiplicity: 1
net charge: 0

These are the Löwdin partial charges, in e, on atoms 1 to 4:
1 C -0.158
2 C -0.151
3 C -0.114
4 C -0.067

***

The lowest energy above the lowest of the compared OMol25 structures with the same formula, charge and spin belongs to which entry? number 2